1.
The following is a DFT calculation (ωB97M-V/def2-TZVPD) of an isolated molecule of CH4N2O2 at a distorted geometry.

ORCA input file:
```
! wB97M-V def2-TZVPD RIJCOSX def2/J DEFGRID3
* xyz 0 1
C -0.118 1.069 -0.074
H -0.532 -1.413 0.121
H -2.025 0.422 0.633
H -0.632 2.106 -0.432
H 2.164 -0.864 -0.258
N -1.027 0.174 0.485
N 1.152 0.614 -0.225
O -1.077 -0.817 -0.475
O 1.185 -0.705 0.295
*
```

Computed properties:
relative energy (zero: lowest compared OMol25 entry of this formula, charge and spin): 503.5 kJ/mol
frontier orbital gap: 10.039 eV
SMILES: O/N=C\NO

Results of the Mulliken charge analysis, in e, for atoms 1 through 2: number 1, C, carries 0.22; number 2, H, carries 0.38

=====

2.
The following is a DFT calculation (ωB97M-V/def2-TZVPD) of an isolated molecule of C5H10FN at a distorted geometry.

ORCA input file:
```
! wB97M-V def2-TZVPD RIJCOSX def2/J DEFGRID3
* xyz 0 1
C 1.738 -0.577 -0.083
C 0.243 -0.196 -0.049
C -0.626 -1.472 -0.085
C -0.146 0.901 1.009
C -0.968 1.530 -0.171
H 2.004 -1.290 -0.825
H 2.471 0.181 -0.189
H 1.881 -0.970 0.994
H -0.299 -2.285 0.692
H -0.455 -1.917 -1.052
H -0.596 0.812 2.021
H 0.775 1.534 1.170
H -0.850 2.616 -0.356
H -2.036 1.367 -0.229
H -0.877 0.156 -1.777
N -0.237 0.680 -1.216
F -2.022 -1.070 0.147
*
```

Computed properties:
relative energy (zero: lowest compared OMol25 entry of this formula, charge and spin): 156.4 kJ/mol
frontier orbital gap: 10.143 eV
SMILES: C[C@@]1(CF)CCN1

Results of the Mulliken charge analysis, in e, for atoms 1 through 2: number 1, C, carries -1.62; number 2, C, carries 1.33

=====

3.
The following is a DFT calculation (ωB97M-V/def2-TZVPD) of the ion C2H8N4O with charge +2 at a distorted geometry.

ORCA input file:
```
! wB97M-V def2-TZVPD RIJCOSX def2/J DEFGRID3
* xyz 2 1
C 0.519 -1.079 0.155
C 2.391 0.513 0.418
N 1.290 -0.103 0.494
N -0.745 -0.993 -0.262
N -1.389 0.173 -0.701
N -2.304 0.710 0.174
O 3.225 0.327 -0.518
H 0.856 -2.019 0.507
H 2.774 1.170 1.363
H -1.188 -1.935 -0.665
H -1.806 0.012 -1.675
H -2.145 0.223 1.115
H -3.416 0.597 -0.112
H -2.222 1.698 0.216
H 4.161 0.706 -0.508
*
```

Computed properties:
relative energy (zero: lowest compared OMol25 entry of this formula, charge and spin): 213.9 kJ/mol
frontier orbital gap: 11.292 eV
SMILES: [NH3+]N/[NH+]=C\N=C/O

Results of the Mulliken charge analysis, in e, for atoms 1 through 2: number 1, C, carries 0.01; number 2, C, carries 0.23

=====

4.
The following is a DFT calculation (ωB97M-V/def2-TZVPD) of a cluster of 8 separate species, C10H37NO8 in total at a distorted geometry.

ORCA input file:
```
! wB97M-V def2-TZVPD RIJCOSX def2/J DEFGRID3
* xyz 1 2
O -0.499 0.260 -1.479
H -0.483 0.509 -0.555
H -1.385 0.474 -1.770
O 0.200 3.077 -0.510
H 0.267 2.802 -1.424
H -0.741 3.146 -0.348
O -2.748 1.431 -2.260
H -3.586 1.001 -2.434
H -2.512 1.843 -3.092
O -2.449 3.055 -0.086
H -3.037 3.806 -0.171
H -2.671 2.492 -0.827
C 3.130 1.633 0.066
C 3.212 0.886 1.374
C 2.807 -0.606 1.263
O 1.386 -0.774 1.183
C 0.945 -2.085 1.359
N 4.558 1.056 1.913
H 3.368 2.691 0.171
H 2.169 1.518 -0.435
H 3.842 1.257 -0.669
H 2.456 1.283 2.051
H 3.126 -1.174 2.137
H 3.293 -1.107 0.426
H -0.131 -2.129 1.189
H 1.079 -2.392 2.396
H 1.400 -2.726 0.604
H 4.703 2.053 1.844
H 5.291 0.598 1.391
C -0.323 0.774 3.621
C -0.944 1.018 2.232
O -2.269 1.580 2.318
H -0.957 0.153 4.254
H -0.195 1.721 4.145
H 0.715 0.448 3.687
H -1.032 0.075 1.693
H -0.236 1.661 1.709
H -2.409 2.068 1.504
C -3.779 -2.440 -1.466
C -3.734 -1.563 -0.239
O -4.391 -2.207 0.841
H -4.815 -2.779 -1.473
H -3.073 -3.268 -1.400
H -3.652 -1.875 -2.389
H -4.289 -0.629 -0.315
H -2.681 -1.388 -0.017
H -4.344 -1.539 1.528
C 2.384 -1.641 -2.032
C 1.565 -1.921 -3.281
O 0.183 -2.050 -2.917
H 2.256 -2.467 -1.332
H 1.996 -0.729 -1.577
H 3.455 -1.553 -2.217
H 1.829 -2.912 -3.649
H 1.791 -1.189 -4.057
H -0.042 -1.227 -2.476
*
```

Computed properties:
relative energy (zero: lowest compared OMol25 entry of this formula, charge and spin): 62.8 kJ/mol
expectation value of S²: 0.7552
frontier orbital gap (alpha / beta): 10.090 / 3.618 eV

Results of the Mulliken charge analysis, in e, for atoms 1 through 2: number 1, O, carries -0.53; number 2, H, carries 0.19